1.
{
  "formula": "C5H6N4",
  "method": "ωB97M-V/def2-TZVPD",
  "gap_ha": 0.31275,
  "multiplicity": 1,
  "e_above_lowest_kcal_mol": 59.0,
  "smiles": "C=N/N=C/C=C\\N=C=N",
  "e_tot_ha": -413.0296,
  "symbols": ["C", "N", "N", "C", "C", "C", "N", "C", "N", "H", "H", "H", "H", "H", "H"],
  "positions_angstrom": [[-2.28, 1.72, 0.22], [-1.53, 1.04, -0.54], [-0.64, 0.17, -0.26], [-0.68, -1.10, -0.30], [0.50, -1.90, -0.14], [1.75, -1.43, 0.02], [2.03, -0.11, 0.08], [2.80, 0.79, -0.10], [3.59, 1.70, -0.11], [-2.85, 2.52, -0.23], [-2.39, 1.54, 1.28], [-1.62, -1.64, -0.45], [0.36, -2.97, -0.15], [2.59, -2.11, 0.15], [3.48, 2.61, -0.51]],
  "lowdin_charge": [-0.041, -0.065, 0.000, -0.152, -0.096, -0.145, 0.117, -0.269, 0.155, 0.052, 0.064, 0.111, 0.090, 0.116, 0.062]
}

=====

2.
{
  "formula": "C5H6N4",
  "method": "ωB97M-V/def2-TZVPD",
  "gap_ha": 0.35859,
  "multiplicity": 1,
  "e_above_lowest_kcal_mol": 78.3,
  "smiles": "C=C(C#N)N(N)CC#N",
  "e_tot_ha": -412.9989,
  "symbols": ["C", "C", "C", "N", "N", "N", "C", "C", "N", "H", "H", "H", "H", "H", "H"],
  "positions_angstrom": [[-1.54, -0.03, 1.17], [-1.10, 0.36, -0.03], [-1.49, 1.38, -0.88], [-1.79, 2.32, -1.45], [0.25, -0.44, -0.85], [0.23, -1.80, -0.82], [1.47, 0.34, -0.49], [1.75, 0.39, 0.93], [1.89, 0.40, 2.06], [-0.94, -0.64, 1.86], [-2.18, 0.70, 1.56], [-0.34, -2.18, -1.54], [-0.09, -2.11, 0.11], [1.51, 1.36, -0.76], [2.38, -0.05, -0.88]],
  "lowdin_charge": [0.088, -0.186, -0.227, 0.185, -0.164, 0.019, -0.173, -0.239, 0.155, 0.085, 0.063, 0.078, 0.093, 0.109, 0.115]
}

=====

3.
{
  "formula": "C5H6N4",
  "method": "ωB97M-V/def2-TZVPD",
  "gap_ha": 0.33559,
  "multiplicity": 1,
  "e_above_lowest_kcal_mol": 47.0,
  "smiles": "Cn1cnn2cncc12",
  "e_tot_ha": -413.0487,
  "symbols": ["C", "N", "C", "N", "N", "C", "N", "C", "C", "H", "H", "H", "H", "H", "H"],
  "positions_angstrom": [[-2.21, 0.15, -0.43], [-0.99, 0.37, 0.23], [-0.66, 0.34, 1.51], [0.53, 0.17, 1.87], [1.28, -0.09, 0.75], [2.49, -0.44, 0.33], [2.49, -0.52, -0.98], [1.29, -0.17, -1.49], [0.49, -0.01, -0.39], [-2.58, -0.82, -0.28], [-3.04, 0.74, -0.04], [-2.14, 0.23, -1.51], [-1.45, 0.62, 2.07], [3.45, -0.36, 0.95], [1.05, -0.21, -2.59]],
  "lowdin_charge": [-0.068, -0.020, -0.230, 0.118, -0.064, -0.184, 0.022, -0.133, -0.074, 0.066, 0.095, 0.101, 0.105, 0.148, 0.120]
}